{
  "formula": "C9H10",
  "method": "ωB97M-V/def2-TZVPD",
  "largest_force_ev_per_a": 3.3,
  "orbital_gap_ev": 10.485,
  "multiplicity": 1,
  "e_tot_ev": -9491.3802,
  "smiles": "C#C[C@H]1[C@@H]2C=C[C@H]1CC2",
  "e_above_lowest_kj_mol": 197.1,
  "symbols": ["C", "C", "C", "C", "C", "C", "C", "C", "C", "H", "H", "H", "H", "H", "H", "H", "H", "H", "H"],
  "xyz": [[-3.0222, -0.2762, 0.0269], [-1.8563, -0.5599, -0.1639], [-0.3481, -0.8765, -0.1616], [0.5799, -0.0555, -1.1277], [0.0932, 1.3232, -0.7018], [0.0776, 1.1998, 0.8528], [0.3727, -0.2820, 1.0544], [1.8825, -0.5212, 0.7216], [1.8974, -0.4734, -0.5921], [-4.0716, 0.1662, 0.2569], [-0.1313, -1.9113, -0.2897], [0.6094, -0.2585, -2.2786], [-0.8734, 1.4184, -1.2138], [0.8959, 2.1118, -0.8823], [-0.8593, 1.4139, 1.3749], [0.8133, 1.9477, 1.3041], [0.0276, -0.7781, 1.9761], [2.7006, -0.6243, 1.4111], [2.8290, -0.3551, -1.1105]],
  "forces_ev_per_a": [[-1.09, 1.01, 0.33], [0.64, -0.32, 0.43], [-0.92, 0.74, -0.92], [-0.75, -1.58, -2.75], [2.01, 1.39, 0.28], [0.12, 1.43, 0.91], [0.88, -1.24, 1.66], [-2.41, -0.35, 0.47], [1.60, 1.50, 0.04], [2.60, -1.33, -0.71], [-0.25, -0.94, 0.10], [-0.86, 0.42, 2.00], [0.37, 0.83, 0.41], [-1.52, -0.69, -0.62], [-0.17, 0.18, -0.57], [-0.67, -1.35, -0.47], [0.15, 0.68, -0.05], [0.03, -0.03, 0.17], [0.21, -0.33, -0.70]],
  "lowdin_charge": [0.09, -0.08, -0.23, -0.29, -0.15, -0.16, -0.27, -0.01, -0.10, 0.08, 0.13, 0.17, 0.11, 0.13, 0.10, 0.13, 0.14, 0.10, 0.10]
}

---

{
  "formula": "C3H4ClNS",
  "method": "ωB97M-V/def2-TZVPD",
  "largest_force_ev_per_a": 3.8,
  "orbital_gap_ev": 7.321,
  "multiplicity": 1,
  "e_tot_ev": -28019.7807,
  "e_above_lowest_kj_mol": 320.6,
  "symbols": ["C", "C", "C", "N", "S", "Cl", "H", "H", "H", "H"],
  "xyz": [[-0.4957, -1.4832, 2.0972], [-0.5153, 0.4381, 0.3869], [0.4583, -0.6106, -0.1210], [-0.2636, -0.7557, 1.0521], [-0.5639, -2.8258, 2.8198], [-2.2049, 0.4274, 3.0357], [-0.1987, 1.3159, 0.7658], [-1.3520, 0.6289, -0.2372], [0.2506, -1.2228, -1.0958], [1.5070, -0.4372, -0.1160]],
  "forces_ev_per_a": [[-1.19, 1.63, -1.53], [0.08, -1.34, -2.25], [0.53, -0.57, -3.69], [-1.24, -1.45, 2.64], [0.26, -0.27, 0.61], [0.90, -0.93, -0.42], [1.53, 2.51, 1.72], [-1.30, -0.74, 0.01], [-0.36, 0.90, 2.15], [0.79, 0.27, 0.74]],
  "lowdin_charge": [-0.73, -0.11, -0.06, -0.16, 0.87, -0.26, 0.08, 0.12, 0.16, 0.10]
}

---

{
  "formula": "C10H17N3O5",
  "method": "ωB97M-V/def2-TZVPD",
  "largest_force_ev_per_a": 4.4,
  "orbital_gap_ev": 9.991,
  "multiplicity": 1,
  "e_tot_ev": -25353.6840,
  "smiles": "CNC(=O)[C@@H](CC(=O)O)NC(=O)[C@@H](C)NC(C)=O",
  "e_above_lowest_kj_mol": 184.6,
  "symbols": ["O", "O", "O", "O", "O", "C", "C", "C", "C", "N", "N", "N", "C", "C", "C", "C", "C", "C", "H", "H", "H", "H", "H", "H", "H", "H", "H", "H", "H", "H", "H", "H", "H", "H", "H"],
  "xyz": [[-0.5009, -0.7687, 4.0850], [-2.5041, 1.7923, 0.8544], [2.5795, 0.4148, -0.4468], [-1.3402, -1.4334, -1.3834], [-3.3276, 0.7152, -1.0190], [0.2474, -0.3823, 3.1609], [-2.3326, 1.3975, -0.2684], [1.6927, -0.0811, 0.2211], [-0.8957, -0.5012, -2.0431], [-0.9259, -0.4026, -3.4656], [0.9716, -1.2476, 2.4438], [0.3834, 0.0439, -0.0273], [0.3286, 1.1119, 2.9249], [-1.6507, -1.3372, -4.2918], [3.3579, -0.6741, 2.2380], [-1.0621, 1.7743, -1.0168], [2.0257, -0.8982, 1.4855], [-0.1596, 0.5496, -1.2500], [-3.8216, 0.5064, -0.2520], [-0.7416, 0.4564, -3.9452], [0.6934, -2.2605, 2.6063], [-0.1868, -0.4010, 0.7298], [0.0356, 1.6768, 3.7312], [1.2508, 1.5107, 2.5939], [-0.4595, 1.2560, 2.1736], [-2.4693, -0.8620, -4.8126], [-2.0944, -2.0315, -3.6709], [-1.0967, -1.8488, -5.0716], [3.9051, -1.5763, 2.6168], [3.0804, -0.0265, 3.0484], [4.0522, -0.0691, 1.5627], [-0.4174, 2.5196, -0.5238], [-1.4064, 2.0640, -2.0589], [2.2092, -1.8025, 0.9296], [0.5795, 0.8151, -1.8586]],
  "forces_ev_per_a": [[0.95, 0.12, -1.80], [-0.55, -0.93, -0.17], [0.05, -0.35, -0.24], [-0.03, 0.24, -1.55], [3.13, 1.67, 0.79], [-1.33, 0.70, 3.71], [0.21, 1.28, -0.94], [0.74, 1.48, 1.03], [-0.46, -1.68, -0.50], [0.07, -0.27, 1.84], [-0.48, -1.70, -1.23], [-1.03, -1.16, 1.38], [-0.61, -1.62, -2.17], [-0.11, 0.87, -0.82], [0.80, 1.52, -1.50], [-0.44, -0.75, -1.84], [0.77, -1.86, 0.20], [-2.90, -0.39, 1.36], [-2.10, -0.94, 1.01], [0.44, 0.47, 0.50], [0.72, 1.92, -0.31], [0.17, 0.54, -1.68], [-0.75, 0.72, 2.24], [1.04, 0.13, -0.76], [0.34, 0.48, -0.07], [-0.31, 0.47, -0.10], [-0.79, -1.71, 1.33], [0.70, 0.02, 0.20], [-0.94, 0.67, -0.50], [0.36, 0.24, 0.74], [-0.76, -0.94, 0.87], [-0.95, -0.04, -0.07], [0.50, 0.22, 1.21], [-0.07, -0.95, -0.11], [3.59, 1.54, -2.05]],
  "lowdin_charge": [0.01, 0.12, 0.07, 0.08, 0.10, -0.53, -0.45, -0.45, -0.39, 0.04, 0.08, 0.13, 0.03, -0.08, -0.03, -0.01, -0.27, -0.24, 0.09, 0.13, 0.19, 0.16, 0.06, 0.07, 0.07, 0.08, 0.05, 0.09, 0.10, 0.06, 0.10, 0.14, 0.15, 0.15, 0.10]
}